DFT (wB97M-V/def2-TZVPD) results for C4H9NO in the gas phase.

Results
Multiplicity ... 1
E ... -287.7466 Eh
Net charge ... 0
Molecular weight ... 87.12 g/mol
HOMO ... -0.3506 Eh
Gap between HOMO and LUMO ... 0.392 hartree
ΔE to the lowest compared entry with this formula, charge and spin ... 2.3348 eV
SMILES ... OCCN1CC1

The geometry in XYZ format:
```
15
Properties=species:S:1:pos:R:3:forces:R:3
O 0.056 1.284 -2.049 -0.024 -0.231 -0.137
C -0.019 1.593 -0.678 -0.003 0.143 0.339
C 0.782 0.610 0.161 0.037 0.146 0.047
N 0.351 -0.755 -0.129 0.069 0.058 -0.048
C 0.195 -1.640 1.007 0.102 -0.176 0.197
C -0.993 -1.130 0.284 -0.286 0.039 0.015
H 0.021 0.318 -2.107 0.032 0.134 -0.097
H -1.065 1.600 -0.325 0.160 0.000 -0.138
H 0.377 2.605 -0.544 -0.044 -0.127 -0.018
H 1.844 0.679 -0.100 -0.136 -0.003 0.064
H 0.679 0.866 1.229 -0.085 -0.032 -0.118
H 0.536 -2.664 0.885 -0.077 0.137 -0.040
H 0.373 -1.212 1.994 0.030 -0.076 -0.173
H -1.610 -0.386 0.788 0.147 -0.121 -0.041
H -1.527 -1.769 -0.416 0.079 0.110 0.149
```
Forces are in eV/Å.



DFT (wB97M-V/def2-TZVPD) results for a molecular structure, C38H67BIrN3O4P3.

Results
Multiplicity ... 6
E ... -3106.7563 Eh
Net charge ... 0
Molecular weight ... 925.92 g/mol
HOMO (spin up / spin down) ... -0.2000 / -0.2842 Eh
Gap between HOMO and LUMO (spin up / spin down) ... 0.222 / 0.254 hartree
Expectation value of S² ... 8.81

The geometry in XYZ format:
```
117
Properties=species:S:1:pos:R:3:forces:R:3
Ir 0.108 0.303 0.055 0.422 -0.518 -0.059
C -0.613 1.601 -5.260 -0.004 -0.016 -0.001
C -0.925 1.590 -3.758 -0.035 0.016 0.020
C -0.408 2.890 -3.122 0.027 0.008 0.018
C -2.444 1.542 -3.573 -0.038 0.031 -0.008
P -0.110 0.250 -2.724 0.031 -0.055 -0.098
C 1.664 0.382 -3.258 -0.054 0.049 -0.035
N 2.410 0.910 -2.143 0.052 -0.031 0.028
B 1.971 0.932 -0.778 -0.074 0.200 -0.072
N 3.050 1.551 -0.057 -0.051 -0.005 0.062
C 3.014 1.847 1.355 0.000 -0.054 -0.055
P 1.227 1.963 1.839 -0.043 0.152 0.104
C 0.853 3.788 1.610 0.022 0.057 0.032
C 1.311 4.157 0.191 0.020 -0.025 0.058
C -0.664 3.990 1.688 -0.015 -0.005 -0.047
C 1.540 4.726 2.604 -0.013 0.006 0.007
C 1.262 1.484 3.646 0.064 -0.061 0.030
C -0.081 1.821 4.299 -0.030 0.011 -0.042
C 1.433 -0.044 3.660 -0.007 0.095 0.039
C 2.404 2.111 4.452 0.001 0.001 0.028
C 4.066 1.887 -0.938 0.036 -0.026 0.005
C 5.286 2.506 -0.731 -0.019 -0.004 0.009
C 6.108 2.725 -1.835 0.010 0.003 0.005
C 5.722 2.324 -3.107 0.005 0.000 -0.013
C 4.498 1.693 -3.322 -0.026 -0.002 0.012
C 3.671 1.486 -2.233 0.030 -0.034 -0.004
C -0.677 -1.454 -3.206 -0.042 -0.041 -0.043
C 0.281 -2.467 -2.558 -0.028 0.032 0.024
C -0.750 -1.705 -4.712 0.031 -0.010 0.002
C -2.062 -1.654 -2.575 -0.055 0.019 -0.041
H -0.900 2.574 -5.668 -0.024 -0.011 0.000
H -1.177 0.842 -5.798 0.014 -0.016 -0.001
H 0.444 1.460 -5.487 -0.015 0.031 0.002
H -0.916 3.742 -3.582 0.021 -0.001 -0.026
H 0.667 3.023 -3.264 0.001 -0.016 0.013
H -0.619 2.898 -2.051 -0.014 0.023 -0.010
H -2.884 2.429 -4.038 0.004 0.013 0.020
H -2.723 1.536 -2.517 0.016 -0.010 -0.013
H -2.886 0.669 -4.054 0.013 0.083 -0.040
H 1.747 1.055 -4.113 -0.014 -0.002 0.017
H 2.045 -0.591 -3.580 0.010 -0.045 0.006
H 3.546 2.775 1.577 -0.035 0.062 0.001
H 3.486 1.054 1.942 0.024 0.001 0.009
H 0.893 3.474 -0.547 -0.008 0.009 -0.073
H 2.398 4.149 0.091 -0.020 -0.008 -0.020
H 0.962 5.169 -0.033 0.005 -0.010 -0.005
H -1.190 3.266 1.066 0.064 0.069 0.015
H -0.909 4.992 1.322 0.000 0.017 0.031
H -1.042 3.910 2.706 -0.004 -0.049 0.019
H 2.611 4.540 2.699 0.020 -0.013 -0.038
H 1.090 4.664 3.595 0.019 -0.020 0.004
H 1.418 5.756 2.256 -0.022 -0.001 0.003
H -0.924 1.482 3.692 0.006 -0.018 0.004
H -0.186 2.891 4.482 -0.015 0.005 -0.028
H -0.141 1.311 5.264 -0.008 0.009 0.004
H 0.640 -0.558 3.117 -0.018 0.073 0.006
H 1.392 -0.388 4.697 0.036 -0.006 0.008
H 2.398 -0.351 3.248 -0.027 -0.001 -0.034
H 2.282 3.185 4.582 0.013 -0.029 0.003
H 3.381 1.929 4.001 -0.008 -0.011 -0.001
H 2.420 1.657 5.447 -0.013 0.006 -0.001
H 5.598 2.806 0.261 0.006 0.002 -0.003
H 7.066 3.209 -1.695 -0.003 -0.003 -0.001
H 6.384 2.499 -3.946 -0.004 0.000 0.002
H 4.204 1.372 -4.314 0.008 0.005 -0.004
H 1.218 -2.561 -3.108 0.029 0.041 0.012
H -0.201 -3.449 -2.555 0.017 0.004 -0.016
H 0.503 -2.210 -1.518 -0.006 -0.042 -0.034
H 0.192 -1.472 -5.215 -0.005 0.008 -0.002
H -1.544 -1.125 -5.180 -0.002 -0.007 0.005
H -0.969 -2.763 -4.886 0.009 0.002 -0.004
H -2.004 -1.671 -1.488 0.013 0.014 0.050
H -2.461 -2.617 -2.907 0.006 -0.034 0.028
H -2.775 -0.882 -2.868 0.046 -0.125 0.039
N -1.585 1.220 -0.112 0.038 0.536 0.250
C -2.813 1.383 0.392 -0.236 -0.152 -0.122
C -3.413 0.380 1.196 0.066 0.040 -0.014
C -4.666 0.577 1.737 -0.022 -0.002 -0.010
C -5.366 1.756 1.488 0.013 -0.025 0.013
C -4.797 2.747 0.691 0.016 0.042 -0.014
C -3.541 2.574 0.147 -0.108 -0.049 -0.038
H -2.850 -0.528 1.378 -0.076 -0.004 0.050
H -5.108 -0.191 2.359 0.018 -0.009 0.007
H -6.350 1.904 1.914 0.001 -0.005 0.001
H -5.343 3.662 0.499 -0.001 0.000 0.001
H -3.092 3.343 -0.472 0.016 -0.030 0.008
C -4.342 -3.357 0.042 0.020 0.022 0.001
C -3.054 -3.955 0.584 0.076 -0.028 -0.044
C -2.507 -5.019 -0.358 0.004 -0.039 0.032
C -3.273 -4.527 1.977 -0.017 -0.029 -0.003
O -2.098 -2.850 0.585 -0.065 0.079 0.037
P -0.906 -2.645 1.621 0.274 0.017 -0.026
O -1.331 -2.414 3.011 -0.059 0.037 0.009
O -0.021 -1.540 1.006 -0.336 -0.143 -0.089
O -0.109 -4.013 1.394 0.079 -0.080 0.188
C 1.220 -4.309 1.908 -0.043 0.038 -0.100
C 2.220 -3.868 0.847 0.041 0.012 0.003
C 1.494 -3.616 3.235 0.025 0.014 -0.011
C 1.233 -5.820 2.078 0.010 -0.006 -0.008
H -5.093 -4.137 -0.094 0.019 -0.012 0.005
H -4.162 -2.873 -0.919 -0.009 -0.005 0.028
H -4.735 -2.617 0.739 -0.010 0.060 -0.009
H -3.209 -5.851 -0.434 -0.011 0.014 -0.001
H -1.554 -5.394 0.015 -0.021 0.002 -0.026
H -2.354 -4.601 -1.353 0.002 0.024 -0.036
H -4.041 -5.302 1.914 -0.004 0.015 0.009
H -3.597 -3.755 2.673 0.003 0.008 0.004
H -2.362 -4.978 2.369 -0.013 0.011 0.001
H 2.172 -2.788 0.707 -0.008 -0.012 -0.003
H 1.997 -4.355 -0.104 -0.001 0.004 0.004
H 3.233 -4.140 1.149 0.004 -0.003 -0.002
H 1.495 -2.531 3.122 -0.002 -0.116 -0.022
H 2.478 -3.924 3.593 -0.011 -0.011 0.007
H 0.742 -3.877 3.978 -0.019 -0.011 0.007
H 0.986 -6.306 1.133 0.001 -0.002 0.005
H 0.502 -6.121 2.829 -0.004 0.000 -0.005
H 2.220 -6.158 2.395 -0.004 0.005 0.002
```
Forces are in eV/Å.



DFT (wB97M-V/def2-TZVPD) results for 2 unconnected molecules or ions with the total composition C3H8FN5 in a non-equilibrium geometry.

Results
Multiplicity ... 1
E ... -492.6537 Eh
Net charge ... 0
Molecular weight ... 133.13 g/mol
HOMO ... -0.2500 Eh
Gap between HOMO and LUMO ... 0.225 hartree

The geometry in XYZ format:
```
17
Properties=species:S:1:pos:R:3:forces:R:3
N 2.125 -1.197 0.025 -0.498 0.320 -0.346
C 1.732 0.196 -0.247 -1.448 -0.509 0.853
C 0.202 0.219 -0.162 2.178 -1.488 -0.879
N -0.553 -0.884 -0.340 -1.294 1.634 0.443
C -1.814 -0.415 -0.140 1.739 -1.383 -0.179
N -2.897 -1.193 -0.188 -0.268 0.514 0.037
N -1.799 0.879 0.145 -1.889 1.081 0.315
N -0.510 1.303 0.133 0.769 -0.627 -0.223
H 1.801 -1.385 0.970 0.578 -0.332 -0.083
H 3.132 -1.288 -0.038 -0.098 0.303 0.299
H 2.127 0.890 0.532 0.407 0.225 -0.969
H 2.043 0.503 -1.255 0.023 0.180 0.522
H -3.795 -0.795 0.035 -0.020 -0.495 -0.119
H -2.758 -2.173 -0.387 -0.170 0.209 0.067
H -2.599 1.464 0.342 0.390 0.179 -0.001
H -0.135 2.222 0.331 -0.424 0.026 0.061
F 3.699 1.654 0.245 0.024 0.162 0.201
```
Forces are in eV/Å.



DFT (wB97M-V/def2-TZVPD) results for 2 unconnected molecules or ions with the total composition CH8N3 in a non-equilibrium geometry.

Results
Multiplicity ... 1
E ... -206.9269 Eh
Net charge ... +1
Molecular weight ... 62.10 g/mol
HOMO ... -0.5341 Eh
Gap between HOMO and LUMO ... 0.408 hartree
ΔE to the lowest compared entry with this formula, charge and spin ... 0.8925 eV

The geometry in XYZ format:
```
12
Properties=species:S:1:pos:R:3:forces:R:3
N -2.075 1.234 0.470 2.435 -2.196 0.353
H -1.888 0.526 1.199 -0.294 0.450 -0.438
H 0.420 -1.528 1.094 -1.493 -0.081 0.937
H -1.637 2.053 0.817 0.007 1.101 0.243
H -3.045 1.315 0.435 -1.830 0.491 -0.228
N 0.672 0.239 -1.106 -4.107 -1.120 3.171
C 1.394 -0.655 -0.499 0.894 0.392 -1.659
N 1.174 -1.466 0.481 1.861 -1.029 -0.461
H -0.361 0.417 -0.788 1.964 -0.078 -0.516
H 1.029 0.884 -1.725 1.174 1.253 -1.688
H 2.361 -0.887 -0.904 0.430 0.655 -0.561
H 1.956 -2.132 0.528 -1.041 0.162 0.847
```
Forces are in eV/Å.



DFT (wB97M-V/def2-TZVPD) results for 2 unconnected molecules or ions with the total composition C3H5NO2.

Results
Multiplicity ... 1
E ... -322.5394 Eh
Net charge ... 0
Molecular weight ... 87.08 g/mol
HOMO ... -0.4118 Eh
Gap between HOMO and LUMO ... 0.427 hartree
ΔE to the lowest compared entry with this formula, charge and spin ... 0.9505 eV
SMILES ... O=C=NC=O.C

The geometry in XYZ format:
```
11
Properties=species:S:1:pos:R:3:forces:R:3
O -1.519 -2.202 1.047 0.769 0.410 -0.451
C -0.571 -1.763 0.526 -0.336 -0.267 0.232
N 0.347 -1.236 -0.071 -0.399 -0.127 0.168
C 1.738 -1.419 -0.063 0.368 0.189 -0.188
O 2.486 -0.694 -0.653 -0.389 -0.367 0.301
H 2.071 -2.292 0.523 0.001 0.116 -0.064
C -0.908 1.922 -0.261 0.002 0.008 0.006
H -1.573 1.257 0.296 0.077 0.088 -0.066
H -0.990 2.933 0.144 0.030 -0.128 -0.045
H -1.203 1.929 -1.312 0.050 -0.016 0.131
H 0.121 1.565 -0.175 -0.172 0.095 -0.024
```
Forces are in eV/Å.



DFT (wB97M-V/def2-TZVPD) results for 16 unconnected molecules or ions with the total composition C3H38NO17 in a non-equilibrium geometry.

Results
Multiplicity ... 1
E ... -1470.7347 Eh
Net charge ... +1
Molecular weight ... 360.33 g/mol
HOMO ... -0.4646 Eh
Gap between HOMO and LUMO ... 0.368 hartree
ΔE to the lowest compared entry with this formula, charge and spin ... 3.7541 eV

The geometry in XYZ format:
```
59
Properties=species:S:1:pos:R:3:forces:R:3
O 0.015 -1.289 -0.750 -0.504 -0.505 -0.650
C -0.607 -0.115 -0.679 0.013 0.546 0.402
C 0.435 1.017 -0.675 -2.220 0.445 0.226
N 1.479 0.704 0.309 3.039 0.782 -0.468
C 2.241 1.953 0.744 -0.575 -0.083 -1.337
O -1.807 -0.006 -0.577 0.675 0.362 -0.895
H -0.703 -1.978 -0.750 0.423 -0.130 0.101
H -0.113 1.898 -0.292 0.340 -0.336 -0.466
H 0.752 1.220 -1.729 0.337 -0.182 1.064
H 1.149 0.231 1.162 -0.786 -0.062 -0.479
H 2.233 0.128 -0.155 -0.892 -0.324 0.351
H 3.163 1.677 1.298 -0.981 0.199 -0.007
H 1.460 2.543 1.244 0.937 0.205 0.214
H 2.550 2.435 -0.216 -0.228 -0.133 0.919
H -3.352 -2.474 2.065 -0.212 0.224 0.234
H -2.231 -1.600 1.553 -0.106 0.431 -0.022
O -3.044 -1.558 2.080 -0.028 -0.937 -0.598
H 0.704 -1.468 -2.980 -0.106 -0.323 0.200
H 1.623 -2.116 -4.063 -0.212 -0.017 0.158
O 1.184 -1.302 -3.793 0.454 0.430 -0.198
H 0.329 -2.168 4.768 -0.006 0.037 0.010
H -1.022 -1.406 4.760 -0.330 0.497 -0.065
O -0.166 -1.472 4.324 0.837 -0.673 -0.165
H -0.523 2.528 -4.386 0.444 -0.062 -0.255
H -1.474 2.625 -3.250 0.884 -0.106 0.319
O -0.502 2.543 -3.425 -1.413 0.142 0.108
H 2.691 0.487 -3.079 -0.176 -0.321 0.441
H 3.160 1.515 -3.955 0.370 0.663 -0.096
O 3.183 1.316 -3.013 -0.395 -0.482 -0.336
H -1.217 0.351 2.114 0.553 -1.180 -0.215
H -0.354 -0.982 2.477 -0.403 1.055 -0.053
O -0.580 -0.332 1.758 0.479 -0.234 0.998
H 3.297 -1.406 -1.562 -0.478 -0.160 0.561
H 2.139 -1.899 -0.596 0.397 0.226 -0.510
O 2.881 -1.277 -0.688 0.272 0.931 -0.513
H -2.501 3.495 -0.072 0.493 0.129 -0.103
H -0.954 3.891 -0.013 -0.377 -0.773 0.323
O -1.655 3.332 0.380 -0.426 0.133 -0.024
H 0.900 4.368 -1.683 -1.142 0.375 0.169
H -0.472 4.999 -1.038 0.367 0.602 -1.312
O 0.374 4.578 -0.888 0.953 -0.353 0.647
H -1.946 -4.132 -0.851 -0.461 0.397 -0.272
H -0.610 -4.097 -0.224 0.357 0.375 0.322
O -1.296 -3.493 -0.538 -0.031 -1.029 0.137
H -3.453 1.643 2.323 0.126 -0.017 -0.107
H -2.190 1.957 1.407 -0.387 0.388 0.131
O -2.534 1.421 2.143 0.223 0.483 -0.518
H 1.340 -4.998 2.033 -0.140 0.442 0.666
H 1.710 -5.061 0.644 0.106 0.088 -0.463
O 1.447 -4.393 1.291 -0.277 -0.836 -0.282
H 2.797 -3.684 0.215 0.167 -0.119 0.256
H 4.001 -2.913 -0.202 0.216 -0.159 -0.090
O 3.460 -3.657 -0.484 0.139 -0.720 0.014
H -1.948 0.819 3.831 -0.874 -1.736 0.785
H -2.627 -0.537 3.361 0.034 0.382 0.636
O -2.299 -0.061 4.159 0.258 1.153 -0.005
H -2.961 1.708 -1.505 -0.011 0.241 -0.242
H -4.210 2.068 -2.281 -0.246 0.093 -0.187
O -3.348 2.422 -2.052 0.531 -0.466 0.541
```
Forces are in eV/Å.



DFT (wB97M-V/def2-TZVPD) results for a molecular structure, H2NaO in a non-equilibrium geometry.

Results
Multiplicity ... 1
E ... -238.5041 Eh
Net charge ... +1
Molecular weight ... 41.00 g/mol
HOMO ... -0.5366 Eh
Gap between HOMO and LUMO ... 0.324 hartree
ΔE to the lowest compared entry with this formula, charge and spin ... 0.9705 eV

The geometry in XYZ format:
```
4
Properties=species:S:1:pos:R:3:forces:R:3
O 4.723 0.857 -0.564 -0.125 -0.803 0.991
H 4.471 0.998 0.377 0.520 -0.121 -0.949
H 5.238 0.018 -0.559 -0.437 0.904 0.014
Na 0.000 0.000 0.000 0.042 0.019 -0.056
```
Forces are in eV/Å.